[1]
{
  "formula": "C42H42N7O5PS",
  "method": "the ωB97M-V functional and the def2-TZVPD basis",
  "elements": ["S", "P", "O", "O", "O", "O", "O", "N", "N", "N", "N", "N", "N", "N", "C", "C", "C", "C", "C", "C", "C", "C", "C", "C", "C", "C", "C", "C", "C", "C", "C", "C", "C", "C", "C", "C", "C", "C", "C", "C", "C", "C", "C", "C", "C", "C", "C", "C", "C", "C", "C", "C", "C", "C", "C", "C", "H", "H", "H", "H", "H", "H", "H", "H", "H", "H", "H", "H", "H", "H", "H", "H", "H", "H", "H", "H", "H", "H", "H", "H", "H", "H", "H", "H", "H", "H", "H", "H", "H", "H", "H", "H", "H", "H", "H", "H", "H", "H"],
  "positions_angstrom": [[0.757, 5.712, 4.607], [2.103, 4.302, 4.294], [6.815, 1.040, 2.839], [-0.452, 1.877, 4.975], [-0.530, 1.309, 2.468], [5.544, 2.748, 1.544], [0.765, 0.110, 0.596], [3.415, -8.897, 3.169], [-2.820, 7.580, 2.440], [3.495, -4.762, 1.703], [-0.663, -0.402, -3.357], [-3.845, 1.689, -2.157], [-6.231, 6.496, -0.722], [0.769, -6.093, -5.668], [-3.318, 5.662, 3.818], [4.236, 2.245, 1.993], [1.312, -5.361, -6.666], [-2.567, 6.782, 3.500], [-7.944, 7.195, -2.820], [-4.684, 6.144, 1.903], [-2.085, 2.035, -0.542], [1.113, -7.398, -5.618], [0.603, 1.067, 1.514], [2.312, -5.001, 1.097], [-4.248, 3.010, -0.177], [4.019, -9.711, 4.062], [-4.397, 5.340, 3.002], [-0.038, 1.969, 3.707], [4.936, -9.275, 5.005], [5.257, -7.922, 5.034], [1.596, 2.286, 1.979], [2.943, 2.925, 1.219], [3.963, -3.496, 1.641], [-8.234, 7.585, -1.516], [-4.652, 2.437, -1.372], [4.653, -7.059, 4.126], [1.976, -8.003, -6.518], [3.300, -2.460, 1.003], [1.263, 2.892, 3.304], [3.745, -7.588, 3.222], [2.084, -2.738, 0.386], [1.577, -4.033, 0.431], [-7.354, 7.216, -0.511], [2.518, -7.224, -7.535], [2.181, -5.877, -7.614], [6.474, 2.339, 2.648], [-5.977, 6.131, -1.997], [-0.987, -1.110, -4.461], [-3.873, 7.241, 1.665], [-2.939, 2.802, 0.244], [0.454, -2.914, -3.872], [-2.579, 1.507, -1.724], [-0.462, -2.357, -4.758], [0.227, -0.969, -2.514], [0.809, -2.208, -2.727], [-6.793, 6.455, -3.069], [4.882, -5.999, 4.122], [-1.717, 7.077, 4.109], [-9.123, 8.163, -1.289], [-5.519, 5.920, 1.248], [-5.010, 4.470, 3.220], [-2.587, 3.234, 1.176], [-6.539, 6.137, -4.074], [3.739, -10.758, 3.997], [-0.759, -2.882, -5.659], [-4.939, 3.603, 0.412], [0.633, -4.281, -0.040], [0.888, -3.889, -4.072], [1.021, -4.315, -6.683], [-7.535, 7.499, 0.522], [2.551, 3.883, 5.622], [-1.059, 1.854, -0.242], [3.221, 4.873, 3.551], [1.520, -2.614, -2.017], [1.536, -1.952, -0.125], [3.245, -6.955, 2.495], [-8.609, 7.467, -3.634], [1.957, -6.026, 1.163], [-1.950, 0.904, -2.373], [4.916, -3.331, 2.134], [0.469, -0.381, -1.633], [0.662, -7.964, -4.808], [-5.069, 5.551, -2.140], [2.585, -5.243, -8.396], [5.972, -7.543, 5.758], [4.099, 1.085, 1.913], [3.196, -7.663, -8.260], [-4.054, 7.897, 0.818], [-1.703, -0.631, -5.124], [-3.068, 5.055, 4.681], [4.130, 2.577, 3.134], [6.892, 3.138, 3.400], [3.721, -1.462, 0.987], [2.972, 2.573, 0.083], [-5.665, 2.567, -1.742], [2.945, 4.115, 1.269], [5.389, -9.973, 5.700], [2.219, -9.055, -6.429]],
  "lowdin_charge": [0.13, 0.36, -0.04, 0.03, 0.01, -0.13, 0.02, 0.05, 0.06, 0.06, 0.04, 0.06, 0.05, 0.05, -0.08, -0.21, -0.15, -0.18, -0.08, -0.10, -0.07, -0.15, -0.14, -0.14, -0.08, -0.16, -0.09, -0.21, -0.09, -0.09, -0.04, -0.10, -0.14, -0.07, -0.16, -0.07, -0.08, -0.06, -0.20, -0.14, -0.09, -0.06, -0.14, -0.08, -0.07, -0.11, -0.13, -0.13, -0.15, -0.07, -0.06, -0.13, -0.07, -0.13, -0.06, -0.07, 0.09, 0.05, 0.10, 0.06, 0.10, 0.10, 0.10, 0.10, 0.10, 0.09, 0.11, 0.09, 0.09, 0.11, 0.00, 0.07, -0.01, 0.07, 0.06, 0.05, 0.11, 0.10, 0.06, 0.10, 0.08, 0.10, 0.10, 0.10, 0.10, 0.14, 0.11, 0.10, 0.11, 0.10, 0.11, 0.17, 0.09, 0.14, 0.10, 0.13, 0.10, 0.10],
  "spin_multiplicity": 1,
  "smiles": "O=COCCC1=C([PH2]=S)C(=O)OC1=O.c1ccncc1.c1ccncc1.c1ccncc1.c1ccncc1.c1ccncc1.c1ccncc1.c1ccncc1",
  "largest_force_ev_per_a": 9.8,
  "gap_ha": 0.2445
}

---

[2]
{
  "formula": "C42H43ClIN6OP2Ru",
  "method": "the ωB97M-V functional and the def2-TZVPD basis",
  "elements": ["I", "Ru", "Cl", "P", "P", "O", "N", "N", "N", "N", "N", "N", "C", "C", "C", "C", "C", "C", "C", "C", "C", "C", "C", "C", "C", "C", "C", "C", "C", "C", "C", "C", "C", "C", "C", "C", "C", "C", "C", "C", "C", "C", "C", "C", "C", "C", "C", "C", "C", "C", "C", "C", "C", "C", "H", "H", "H", "H", "H", "H", "H", "H", "H", "H", "H", "H", "H", "H", "H", "H", "H", "H", "H", "H", "H", "H", "H", "H", "H", "H", "H", "H", "H", "H", "H", "H", "H", "H", "H", "H", "H", "H", "H", "H", "H", "H", "H"],
  "positions_angstrom": [[-1.496, -2.443, 1.051], [-0.039, -0.526, 0.233], [-3.986, 2.913, 0.088], [1.725, -0.815, -1.392], [1.383, -0.527, 2.112], [1.092, 1.947, -0.494], [0.373, 3.678, 0.760], [2.611, 0.070, -3.892], [2.700, -2.337, -3.532], [0.768, 3.062, -3.929], [4.308, -0.882, -2.444], [-1.458, 5.839, -1.194], [-0.429, 1.318, 2.724], [4.277, -0.708, 2.798], [4.068, -2.186, -3.056], [1.735, -2.368, -2.415], [0.801, -4.324, 4.697], [-2.151, -4.094, -3.421], [1.569, -3.307, 2.635], [1.366, -4.426, 3.432], [0.923, 2.506, 4.871], [0.427, -3.082, 5.178], [1.216, -2.041, 3.137], [-0.276, 3.041, 4.411], [-0.050, 3.724, -1.586], [-1.824, -0.429, -3.879], [0.773, 0.805, 3.180], [3.194, -0.094, 2.146], [1.450, 1.389, 4.252], [3.569, -0.695, -1.180], [2.153, -3.484, 1.262], [-1.647, -3.279, -0.849], [-0.948, 2.455, 3.352], [-2.011, -1.744, -4.193], [0.636, -1.952, 4.399], [3.410, 1.126, 1.492], [-3.772, 1.452, -0.747], [2.381, -1.323, -4.482], [4.044, 0.152, -3.387], [-1.168, 0.610, 1.616], [-2.129, -5.011, -2.416], [-1.218, -0.932, -1.544], [5.733, 1.105, 2.044], [4.213, -1.963, 3.641], [0.477, 3.045, -0.443], [5.533, -0.093, 2.706], [-1.913, -2.716, -3.169], [0.367, 3.339, -2.876], [-1.433, -0.041, -2.576], [4.652, 1.732, 1.442], [-1.906, -4.593, -1.082], [1.641, 0.374, -2.790], [-1.580, -2.293, -1.853], [-0.835, 4.890, -1.415], [1.861, 1.362, -2.401], [4.164, 1.136, -2.939], [4.018, -2.857, 3.050], [1.963, -3.221, -1.773], [0.736, -2.525, -2.816], [-0.257, 4.463, 0.831], [2.577, 1.596, 0.979], [-4.406, 1.280, -1.602], [3.435, -1.908, 4.403], [-1.964, -5.305, -0.268], [3.025, -1.394, -5.358], [-1.977, 0.070, 2.135], [0.429, 3.086, 1.574], [4.750, -2.304, -3.901], [0.649, -5.214, 5.296], [-2.275, -2.055, -5.197], [2.465, 0.771, -4.623], [1.333, -1.370, -4.772], [5.167, -2.106, 4.144], [-0.682, 3.929, 4.881], [-1.244, 1.015, -2.419], [3.813, 0.290, -0.783], [-2.311, -6.059, -2.623], [1.650, -5.400, 3.051], [0.342, -0.983, 4.786], [2.402, 0.985, 4.580], [-1.878, 2.879, 2.990], [4.769, 2.683, 0.934], [1.447, 2.972, 5.696], [1.420, -3.193, 0.511], [6.373, -0.570, 3.199], [6.721, 1.551, 2.015], [-2.886, 0.881, -0.532], [-0.025, -2.985, 6.158], [-1.695, 1.349, 1.003], [2.443, -4.521, 1.093], [0.646, 0.399, -3.222], [4.687, 0.050, -4.260], [4.277, -2.964, -2.325], [-1.949, 0.339, -4.634], [3.033, -2.852, 1.114], [3.920, -1.422, -0.451], [-2.363, -4.404, -4.440]],
  "lowdin_charge": [1.35, 0.35, 0.55, 0.99, 1.00, -0.12, 0.20, -0.05, -0.14, 0.12, -0.13, 0.13, -0.34, -0.24, -0.17, -0.26, -0.07, -0.04, -0.35, -0.05, -0.08, -0.08, -0.37, -0.07, -0.21, -0.08, -0.34, -0.29, -0.08, -0.26, -0.08, -0.59, -0.06, -0.06, -0.09, -0.14, -0.49, -0.10, -0.11, -0.32, -0.09, -0.28, -0.08, -0.03, -0.51, -0.05, -0.19, -0.25, -0.18, -0.08, -0.14, -0.27, -0.30, -0.26, 0.06, 0.15, 0.07, 0.09, 0.08, 0.09, 0.07, 0.00, 0.08, 0.10, 0.14, 0.01, 0.07, 0.13, 0.10, 0.11, 0.17, 0.14, 0.08, 0.11, 0.08, 0.08, 0.10, 0.11, 0.10, 0.11, 0.12, 0.11, 0.10, 0.02, 0.11, 0.10, -0.05, 0.11, 0.01, 0.09, 0.06, 0.14, 0.14, 0.11, 0.06, 0.09, 0.11],
  "s2": 0.75,
  "de_lowest_ev": 1.943,
  "spin_multiplicity": 2,
  "largest_force_ev_per_a": 1.7,
  "gap_ha": [0.2556, 0.2558]
}